16
Properties=species:S:1:pos:R:3:forces:R:3 method="wB97M-V/def2-TZVPD" homo_ev="-9.09 / -9.13" e_lumo_ev="-1.86 / -1.87"
C -2.030386 -0.547725 0.664448 1.3 -0.9 0.8
C -4.529824 0.014207 -0.797469 -0.5 -0.4 -0.7
C 0.868541 -0.352690 -0.240937 -3.2 0.0 0.9
C -0.172239 0.745934 -0.114837 -2.5 2.3 0.4
O -4.509930 -1.839632 1.147681 0.8 1.4 -0.7
O -1.554415 0.242273 -0.280429 0.8 1.8 -2.4
P -3.621040 -1.186519 0.134921 -1.8 -1.9 2.1
Cl -2.403002 0.311564 2.169520 0.1 0.4 1.2
Cl -3.089753 -2.581883 -1.109149 0.6 -0.8 -1.6
Br -4.214052 1.706552 -0.357942 -0.2 1.1 0.1
H -1.205086 -1.246344 0.803207 -0.8 -1.0 1.1
H 0.723110 -0.889966 -1.166019 -0.8 -1.0 0.2
H 1.757567 0.048780 -0.477548 3.5 1.8 0.1
H 0.872362 -0.873937 0.725603 0.4 -0.5 -0.8
H -0.235707 1.548433 -0.942186 0.9 -1.3 1.3
H -0.300321 1.299317 0.924497 1.2 -1.1 -2.0